Record 1
A structure of composition C26H32N4OPtSSi, computed with ωB97M-V with the def2-TZVPD basis set.

Summary:
E_HOMO: -7.886 eV
charge: 0
E_LUMO: -0.7 eV
relative energy (zero: lowest compared OMol25 entry of this formula, charge and spin): 2.6 kcal per mole
frontier orbital gap: 7.155 eV

Last column: Mulliken charge in e.
Element x y z (Å)
Pt1 0.40 -0.16 -1.44  -0.139
C1 2.46 -3.96 -5.52  -1.055
C2 2.29 -4.44 -4.08  -0.434
N1 2.62 -3.41 -3.11  -0.153
C3 1.79 -2.42 -2.76  0.568
S1 2.43 -1.20 -1.67  -0.681
N2 0.57 -2.43 -3.28  -0.905
N3 -0.19 -1.39 -2.84  0.277
C4 -1.40 -1.25 -3.29  0.927
C5 -2.02 -2.18 -4.28  -1.546
C6 -2.11 -0.07 -2.77  0.296
C7 -3.37 0.33 -3.17  -0.765
C8 -3.89 1.53 -2.69  -0.456
C9 -3.13 2.31 -1.84  -0.884
C10 -1.88 1.84 -1.44  -0.305
N4 -1.41 0.67 -1.87  0.041
H1 2.27 -4.79 -6.21  0.346
H2 3.47 -3.59 -5.69  0.297
H3 1.75 -3.16 -5.74  0.289
H4 2.94 -5.29 -3.88  0.403
H5 1.26 -4.75 -3.90  0.270
H6 3.55 -3.37 -2.73  0.208
H7 -1.24 -2.75 -4.78  0.344
H8 -2.60 -1.63 -5.02  0.423
H9 -2.69 -2.88 -3.78  0.282
H10 -3.93 -0.28 -3.87  0.334
H11 -4.87 1.85 -3.00  0.422
H12 -3.49 3.25 -1.47  0.435
H13 -1.23 2.37 -0.77  0.863
C11 2.96 2.47 2.05  -1.870
C12 1.46 2.73 2.25  2.035
C13 1.07 3.97 1.43  -1.780
C14 1.20 3.03 3.73  -1.816
Si1 0.54 1.18 1.61  0.090
O1 0.81 1.17 0.01  -0.167
C15 -1.32 1.26 2.02  1.143
C16 -2.11 2.36 1.67  -0.288
C17 -3.47 2.42 1.94  -0.858
C18 -4.09 1.36 2.59  -0.472
C19 -3.34 0.25 2.96  -0.754
C20 -1.98 0.21 2.68  -0.186
C21 1.19 -0.31 2.57  0.596
C22 1.92 -1.32 1.96  -0.151
C23 2.43 -2.40 2.69  -0.549
C24 2.21 -2.47 4.06  -0.455
C25 1.48 -1.47 4.69  -0.865
C26 0.98 -0.41 3.95  -0.095
H14 3.53 3.35 2.36  0.490
H15 3.18 2.27 1.00  0.328
H16 3.30 1.62 2.64  0.366
H17 1.72 4.81 1.71  0.541
H18 0.05 4.28 1.62  0.293
H19 1.20 3.79 0.36  0.286
H20 1.68 3.98 4.01  0.505
H21 1.61 2.26 4.38  0.341
H22 0.13 3.13 3.95  0.315
H23 -1.65 3.21 1.18  0.213
H24 -4.04 3.29 1.65  0.406
H25 -5.15 1.40 2.80  0.383
H26 -3.81 -0.58 3.46  0.415
H27 -1.42 -0.67 2.96  0.351
H28 2.11 -1.29 0.90  -0.144
H29 2.99 -3.17 2.19  0.414
H30 2.60 -3.30 4.63  0.376
H31 1.30 -1.52 5.75  0.378
H32 0.40 0.35 4.47  0.484



Record 2
A cluster of 2 separate species, C26H33Cl2F2N3O3S in total, computed with ωB97M-V with the def2-TZVPD basis set.

Summary:
E_HOMO: -8.767 eV
charge: 0
structure (SMILES): CCC[C@@H](C)c1c(C[C@H](C)F)c(F)c(CCCCSc2nnco2)c2c1C(=O)C(N)=CC2=O.ClCCCl
E_LUMO: -0.7 eV
frontier orbital gap: 8.047 eV

Last column: Mulliken charge in e.
Element x y z (Å)
C1 1.78 3.22 4.40  -0.994
C2 0.44 2.50 4.84  -0.627
C3 0.09 1.43 3.71  -0.550
C4 -1.41 1.46 3.22  0.077
C5 -2.00 2.92 2.97  -1.512
C6 -1.56 0.64 1.88  -0.194
C7 -0.86 1.09 0.64  1.002
C8 0.08 2.33 0.57  -0.241
C9 -0.25 3.35 -0.60  0.500
C10 1.00 3.33 -1.60  -1.097
F1 -0.41 4.68 -0.17  -0.409
C11 -1.06 0.33 -0.59  0.201
F2 -0.45 0.71 -1.79  -0.508
C12 -1.89 -0.88 -0.70  0.576
C13 -2.05 -1.58 -2.07  -1.239
C14 -0.69 -2.05 -2.74  -0.630
C15 0.46 -2.39 -1.72  0.039
C16 1.82 -2.46 -2.57  -0.261
S1 2.80 -0.90 -2.44  -0.020
C17 3.38 -0.74 -0.74  0.468
N1 4.38 0.11 -0.47  -0.280
N2 4.63 0.08 0.88  -0.432
C18 3.76 -0.81 1.36  -0.098
O1 2.93 -1.38 0.41  -0.231
C19 -2.56 -1.35 0.53  0.077
C20 -2.38 -0.58 1.80  0.541
C21 -3.13 -1.19 3.03  -0.129
O2 -2.68 -1.23 4.15  -0.550
C22 -4.54 -1.80 2.68  0.574
N3 -5.58 -1.58 3.66  -0.585
C23 -4.72 -2.49 1.51  -1.054
C24 -3.50 -2.61 0.54  0.201
O3 -3.29 -3.61 -0.11  -0.560
H1 1.65 3.58 3.34  0.186
H2 2.08 4.06 5.09  0.349
H3 2.57 2.42 4.34  0.276
H4 -0.39 3.20 5.10  0.397
H5 0.69 1.94 5.79  0.328
H6 0.25 0.41 4.18  0.505
H7 0.85 1.52 2.90  0.023
H8 -2.03 1.02 4.05  0.804
H9 -1.21 3.73 3.03  0.327
H10 -2.70 3.15 3.83  0.351
H11 -2.62 2.99 2.04  0.335
H12 1.12 1.94 0.41  0.277
H13 0.13 2.93 1.52  -0.475
H14 -1.11 2.99 -1.23  0.210
H15 0.70 3.59 -2.65  0.307
H16 1.82 4.01 -1.22  0.362
H17 1.47 2.31 -1.66  0.175
H18 -2.50 -0.81 -2.77  0.332
H19 -2.76 -2.45 -2.08  0.351
H20 -0.35 -1.29 -3.48  0.343
H21 -0.92 -3.02 -3.29  0.435
H22 0.34 -3.36 -1.18  0.298
H23 0.64 -1.60 -0.95  -0.061
H24 1.53 -2.52 -3.66  -0.099
H25 2.42 -3.38 -2.36  0.369
H26 3.72 -1.03 2.45  0.425
H27 -5.82 -0.59 3.56  0.273
H28 -6.40 -2.16 3.46  0.276
H29 -5.71 -2.92 1.23  0.269
Cl1 1.69 -2.32 -6.35  -0.196
C25 3.30 -1.78 -6.88  -0.456
C26 4.31 -2.91 -6.88  -0.441
Cl2 4.70 -3.45 -5.23  -0.161
H30 3.62 -0.96 -6.24  0.288
H31 3.19 -1.39 -7.90  0.358
H32 5.24 -2.58 -7.34  0.298
H33 3.94 -3.78 -7.44  0.308



Record 3
A structure of composition C26H33FeN6O4S, computed with ωB97M-V with the def2-TZVPD basis set.

Summary:
E_HOMO (spin up / spin down): -10.431 / -10.439 eV
charge: +1
E_LUMO (spin up / spin down): -1.7 / -1.7 eV
relative energy (zero: lowest compared OMol25 entry of this formula, charge and spin): 0.0 kcal per mole
frontier orbital gap (spin up / spin down): 8.710 / 8.714 eV

Last column: Mulliken charge in e.
Element x y z (Å)
Fe1 0.43 0.29 -0.05  0.269
O1 -1.13 -0.68 -0.65  -0.085
N1 -2.07 -0.72 0.23  -1.056
N2 -1.82 -0.07 1.29  1.206
O2 -0.72 0.66 1.46  -0.464
C1 -2.81 -0.05 2.33  0.086
C2 -3.61 -1.16 2.54  -0.330
C3 -4.57 -1.10 3.54  -0.623
C4 -4.71 0.04 4.31  -0.482
C5 -3.89 1.13 4.09  -0.713
C6 -2.93 1.10 3.09  -0.193
H1 -3.48 -2.04 1.93  0.457
H2 -5.20 -1.96 3.71  0.404
H3 -5.46 0.07 5.09  0.389
H4 -4.00 2.02 4.70  0.383
H5 -2.28 1.94 2.90  0.439
N3 1.89 3.03 -1.40  -0.099
C7 0.53 3.22 -1.29  0.373
C8 -0.03 4.43 -1.72  -0.972
C9 -1.39 4.58 -1.71  -0.423
C10 -2.19 3.52 -1.27  -1.001
C11 -1.55 2.37 -0.85  -0.510
N4 -0.22 2.20 -0.84  0.993
H6 2.45 3.86 -1.51  0.292
H7 2.29 2.30 -0.84  -0.019
H8 0.62 5.22 -2.07  0.412
H9 -1.84 5.51 -2.04  0.430
H10 -3.26 3.58 -1.26  0.498
H11 -2.14 1.53 -0.52  0.335
C12 1.13 -0.41 -4.36  -0.681
C13 2.53 -0.73 -3.81  -0.570
C14 2.59 0.09 -2.54  -0.770
O3 1.25 0.04 -2.03  1.264
C15 0.37 0.18 -3.17  -0.701
H12 0.64 -1.30 -4.76  0.276
H13 1.18 0.31 -5.18  0.312
H14 3.33 -0.48 -4.50  0.406
H15 2.61 -1.79 -3.56  0.217
H16 2.85 1.13 -2.73  0.436
H17 3.24 -0.31 -1.76  0.160
H18 0.15 1.24 -3.31  0.232
H19 -0.55 -0.34 -2.92  0.322
C16 2.37 -3.96 0.33  -1.235
S1 1.53 -2.73 -0.66  0.429
O4 1.42 -1.56 0.29  -0.777
C17 -0.07 -3.51 -0.77  0.602
C18 -0.54 -3.83 -2.03  -0.267
C19 -1.79 -4.41 -2.16  -0.705
C20 -2.56 -4.64 -1.03  -0.583
C21 -2.09 -4.29 0.23  -0.625
C22 -0.83 -3.72 0.37  -0.443
H20 1.83 -4.11 1.26  0.384
H21 3.37 -3.59 0.52  0.445
H22 2.41 -4.89 -0.25  0.429
H23 0.07 -3.63 -2.91  0.386
H24 -2.17 -4.67 -3.14  0.424
H25 -3.54 -5.08 -1.13  0.418
H26 -2.70 -4.47 1.11  0.471
H27 -0.46 -3.42 1.34  0.344
C23 3.05 3.13 3.75  -0.858
N5 2.90 2.20 2.65  0.140
C24 3.84 1.29 2.22  -0.529
C25 3.25 0.60 1.20  -0.652
N6 1.98 1.09 0.99  0.516
C26 1.81 2.04 1.89  -0.612
H28 4.06 3.05 4.15  0.301
H29 2.35 2.90 4.55  0.342
H30 2.90 4.15 3.41  0.339
H31 4.81 1.20 2.68  0.439
H32 3.64 -0.21 0.61  0.381
H33 0.90 2.61 2.02  0.598



Record 4
A structure of composition C26H33FeN6S2Se, computed with ωB97M-V with the def2-TZVPD basis set.

Summary:
E_HOMO (spin up / spin down): -10.293 / -10.343 eV
charge: +1
E_LUMO (spin up / spin down): -2.0 / -2.0 eV
frontier orbital gap (spin up / spin down): 8.244 / 8.295 eV

Last column: Mulliken charge in e.
Element x y z (Å)
Fe1 0.30 0.57 0.04  0.028
C1 0.17 1.91 -1.64  -0.395
C2 0.62 2.63 -0.52  -1.135
C3 -0.34 2.54 0.52  -0.683
C4 -1.43 1.78 -0.01  -1.108
C5 -1.12 1.38 -1.31  -0.413
H1 0.69 1.80 -2.57  0.563
H2 1.54 3.19 -0.46  0.798
H3 -0.27 3.01 1.48  0.539
H4 -2.35 1.52 0.49  0.748
H5 -1.75 0.79 -1.95  0.663
N1 3.65 1.26 -0.51  -0.300
C6 3.33 0.29 0.38  0.538
N2 2.11 0.06 0.81  0.276
C7 2.07 -1.09 1.58  -0.244
C8 3.26 -1.70 1.77  -0.198
S1 4.50 -0.84 0.95  -0.219
C9 0.75 -1.44 2.07  -0.367
C10 0.40 -2.44 2.90  -0.283
S2 -1.26 -2.29 3.31  -0.214
C11 -1.38 -0.89 2.32  0.491
N3 -0.28 -0.57 1.68  0.405
N4 -2.56 -0.21 2.25  -0.462
H6 4.60 1.57 -0.58  0.266
H7 2.94 1.95 -0.67  0.005
H8 3.48 -2.58 2.35  0.446
H9 1.01 -3.23 3.31  0.441
H10 -3.25 -0.46 2.94  0.268
H11 -2.46 0.79 2.17  0.264
C12 -0.96 -4.66 -3.21  -0.681
C13 -2.01 -4.52 -2.11  -0.608
C14 -3.04 -3.41 -2.34  -0.770
C15 -2.54 -1.99 -2.08  -0.961
N5 -1.56 -1.51 -3.06  2.043
C16 -0.25 -1.32 -2.84  -2.056
Se1 0.68 -1.62 -1.25  -0.101
N6 0.31 -0.88 -3.99  1.793
C17 1.72 -0.54 -4.16  -0.945
C18 2.64 -1.72 -4.44  -0.652
C19 2.45 -2.42 -5.79  -0.589
C20 1.33 -3.46 -5.82  -0.892
C21 -0.68 -0.75 -4.96  0.639
C22 -0.63 -0.33 -6.28  -0.875
C23 -1.83 -0.32 -6.98  -0.766
C24 -3.03 -0.72 -6.38  -0.826
C25 -3.07 -1.15 -5.06  -1.264
C26 -1.87 -1.16 -4.37  0.580
H12 -0.42 -5.60 -3.11  0.516
H13 -0.22 -3.87 -3.18  -0.093
H14 -1.43 -4.65 -4.20  0.299
H15 -1.52 -4.37 -1.15  0.198
H16 -2.56 -5.46 -2.04  0.406
H17 -3.88 -3.55 -1.66  0.474
H18 -3.44 -3.48 -3.35  0.324
H19 -2.05 -1.92 -1.10  0.077
H20 -3.37 -1.28 -2.09  0.501
H21 2.04 -0.04 -3.24  -0.029
H22 1.77 0.19 -4.97  0.701
H23 2.55 -2.44 -3.62  0.201
H24 3.66 -1.32 -4.39  0.487
H25 3.38 -2.92 -6.04  0.400
H26 2.30 -1.67 -6.58  0.226
H27 1.48 -4.20 -5.03  0.268
H28 1.33 -3.99 -6.78  0.442
H29 0.34 -3.03 -5.69  0.050
H30 0.29 -0.03 -6.75  0.406
H31 -1.83 0.00 -8.01  0.439
H32 -3.94 -0.70 -6.96  0.438
H33 -4.00 -1.46 -4.60  0.481



- charge of number 4 (C26H33FeN6S2Se)?
  +1



- Number 1 is which compound?
  C26H32N4OPtSSi